Entry from OMol25: one molecule with the formula C3H7N (wB97M-V/def2-TZVPD).

CARTESIAN COORDINATES (ANGSTROEM)
1 C -0.9623 0.5710 -1.2851
2 C 0.0071 0.5337 -0.1308
3 C 0.5440 -0.5879 0.3377
4 N 1.2938 -0.6968 1.5241
5 H -1.8546 -0.0152 -1.0619
6 H -0.5340 0.1166 -2.1820
7 H -1.2647 1.5787 -1.5597
8 H 0.1359 1.4642 0.4160
9 H 0.4122 -1.5123 -0.2152
10 H 1.0632 -1.5469 2.0206
11 H 1.1595 0.0948 2.1364

Its max |F| is 0.672 eV/Å. The value obtained for the orbital gap is 9.33 eV. Its total energy is -4713.920 eV. The energy above the lowest of the compared OMol25 structures with the same formula, charge and spin is 5.5 kcal/mol. Its structure (SMILES) is C/C=C/N. For the LUMO energy, the calculation gives 1.2797 eV. The HOMO energy is -8.1 eV.


Entry from OMol25: C5H8ClN3O6Pd as an isolated structure (wB97M-V/def2-TZVPD).

CARTESIAN COORDINATES (ANGSTROEM)
1 Pd 1.0397 -0.1247 1.1318
2 C -2.0408 2.3203 -0.8791
3 C -1.1873 1.1727 -0.4434
4 N -0.3583 1.2079 0.5321
5 O -0.2848 2.4545 1.1570
6 C -0.7167 -1.2174 -1.0685
7 C -1.2841 -2.2638 -1.9731
8 N 1.0156 -2.5260 -0.1477
9 O 1.8388 -3.3907 -0.1690
10 H -1.7728 3.2299 -0.3559
11 H -3.0889 2.0934 -0.6781
12 H -1.9181 2.4743 -1.9515
13 H 0.3593 2.3121 1.8696
14 H -2.3658 -2.3475 -1.8418
15 H -0.8427 -3.2342 -1.7596
16 H -1.0910 -2.0344 -3.0256
17 N -1.3478 0.0184 -1.1620
18 C 0.3854 -1.4457 -0.2639
19 H -2.0427 0.0811 -1.8861
20 O 1.9614 0.9810 3.0085
21 Cl 3.1978 0.2609 2.5951
22 O 4.1620 0.2589 3.6282
23 O 3.6626 0.8461 1.3765
24 O 2.7192 -1.1273 2.3065

Its max |F| is 0.700 eV/Å. The value obtained for the orbital gap (alpha / beta) is 7.66 / 8.50 eV. Its total energy is -38059.461 eV. The energy above the lowest of the compared OMol25 structures with the same formula, charge and spin is 6.3 kcal/mol. For the LUMO energy (alpha / beta), the calculation gives -0.1474 / -0.8170 eV. Its spin multiplicity is 3. The HOMO energy (alpha / beta) is -7.8 / -9.3 eV. The expectation value of S² is 2.10.


Entry from OMol25: C27H45Cl2GdOPS as an isolated structure in a non-equilibrium geometry (wB97M-V/def2-TZVPD).

CARTESIAN COORDINATES (ANGSTROEM)
1 P -0.1975 0.6779 -0.4436
2 C -1.8296 0.2549 -1.2276
3 C -2.2977 1.1067 -2.4208
4 C -3.7434 0.7352 -2.7910
5 C -3.8880 -0.7614 -3.0931
6 C -3.3768 -1.6113 -1.9233
7 C -1.9299 -1.2407 -1.5732
8 C 1.1993 0.1108 -1.5223
9 C 1.1094 0.5287 -2.9988
10 C 2.4194 0.1889 -3.7272
11 C 2.7665 -1.2993 -3.5884
12 C 2.8238 -1.7180 -2.1135
13 C 1.5138 -1.3872 -1.3880
14 C -0.1068 2.5323 -0.5861
15 C -1.2532 3.1822 0.2094
16 C -1.2456 4.7068 0.0464
17 C 0.1097 5.3045 0.4439
18 C 1.2528 4.6447 -0.3347
19 C 1.2487 3.1197 -0.1583
20 H -2.5189 0.4381 -0.3904
21 H -1.6437 0.9442 -3.2864
22 H -2.2539 2.1734 -2.1794
23 H -4.0697 1.3316 -3.6519
24 H -4.3998 0.9990 -1.9503
25 H -4.9346 -1.0035 -3.3137
26 H -3.3077 -1.0055 -3.9950
27 H -4.0096 -1.4440 -1.0412
28 H -3.4406 -2.6782 -2.1701
29 H -1.5715 -1.8498 -0.7372
30 H -1.2854 -1.4625 -2.4340
31 H 2.0490 0.6328 -1.0610
32 H 3.2315 0.7919 -3.2969
33 H 0.8970 1.6001 -3.0919
34 H 0.2810 -0.0060 -3.4809
35 H 2.3405 0.4670 -4.7855
36 H 3.7208 -1.5121 -4.0852
37 H 1.9995 -1.8962 -4.1035
38 H 3.0344 -2.7909 -2.0279
39 H 3.6466 -1.1886 -1.6133
40 H 1.5950 -1.6401 -0.3302
41 H 0.7020 -1.9904 -1.8098
42 H -0.2494 2.7624 -1.6514
43 H -2.2204 2.7645 -0.0880
44 H -1.1388 2.9234 1.2706
45 H -1.4598 4.9589 -1.0024
46 H -2.0501 5.1467 0.6485
47 H 0.2733 5.1450 1.5179
48 H 0.1110 6.3891 0.2806
49 H 2.2189 5.0496 -0.0101
50 H 1.1499 4.8837 -1.4033
51 H 2.0604 2.6832 -0.7485
52 H 1.4517 2.8566 0.8864
53 Gd -0.0651 0.0260 1.8423
54 Cl 2.3224 0.2590 1.6541
55 Cl -2.4434 0.3588 2.0759
56 C -0.4171 -1.7657 1.5781
57 H -1.4770 -1.9843 1.3679
58 C 0.3769 -2.9886 1.6043
59 C 1.7851 -3.0327 1.6512
60 C 2.4529 -4.2505 1.6587
61 C 1.7378 -5.4524 1.6313
62 C 0.3423 -5.4296 1.5883
63 C -0.3287 -4.2112 1.5699
64 H 2.3324 -2.0956 1.6693
65 H 3.5389 -4.2670 1.6899
66 H -0.2188 -6.3597 1.5663
67 H -1.4151 -4.1854 1.5310
68 H 2.2665 -6.4016 1.6426
69 C 1.1301 -1.3395 5.9643
70 S -0.2718 -0.6232 5.0433
71 C -0.3113 0.9349 5.9930
72 O 0.6335 -0.0217 3.9564
73 H 0.8225 -1.5261 7.0138
74 H 2.0152 -0.6675 5.9574
75 H 1.4084 -2.3090 5.5015
76 H 0.6999 1.3856 6.0869
77 H -0.9801 1.6567 5.4793
78 H -0.7193 0.7383 7.0060

Its max |F| is 8.513 eV/Å. The value obtained for the orbital gap (alpha / beta) is 4.90 / 4.92 eV. Its total energy is -96780.184 eV. For the LUMO energy (alpha / beta), the calculation gives 2.2299 / 2.2283 eV. Its spin multiplicity is 8. The HOMO energy (alpha / beta) is -2.7 / -2.7 eV. The expectation value of S² is 16.04. The net charge is -1.


Entry from OMol25: C19H40CrNOP3 as an isolated structure in a non-equilibrium geometry (wB97M-V/def2-TZVPD).

CARTESIAN COORDINATES (ANGSTROEM)
1 Cr -0.4747 0.7101 0.5158
2 P -1.6572 1.9759 2.1046
3 P 0.6888 -3.3101 1.0435
4 P 0.1522 2.5198 -0.7723
5 H -1.8060 -3.2260 -1.7562
6 C -0.8996 -2.9812 -2.3469
7 C 0.2978 -3.8762 -2.2087
8 H 0.2956 -4.4937 -1.2942
9 C -3.4281 1.9165 1.7343
10 C -1.4718 1.3112 3.7813
11 C -1.3095 3.7489 2.3341
12 C 0.0867 -4.9145 1.6252
13 C 1.7060 -2.5696 2.3402
14 C -0.8053 -2.3096 0.9532
15 C 1.3485 1.8574 -1.9480
16 C 0.9846 3.9747 -0.0860
17 C -1.2886 3.0793 -1.7077
18 H -1.2144 -3.1458 -3.3923
19 H 0.4271 -4.5367 -3.0871
20 H -3.9727 2.4745 2.5088
21 H -3.7562 0.8673 1.7222
22 H -3.6089 2.3640 0.7452
23 H -2.0681 1.9289 4.4676
24 H -0.4160 1.3399 4.0893
25 H -1.8262 0.2729 3.8123
26 H -1.5841 4.3208 1.4403
27 H -0.2444 3.9033 2.5545
28 H -1.9111 4.0928 3.1873
29 H 0.6964 -5.2755 2.4647
30 H 0.1391 -5.6429 0.8089
31 H -0.9659 -4.8446 1.9455
32 H 1.0935 -2.0158 3.0671
33 H 2.4149 -1.8571 1.9010
34 H 2.2738 -3.3426 2.8694
35 H -1.5843 -2.7825 0.3477
36 H -0.6164 -1.2801 0.5590
37 H -1.2115 -2.2047 1.9641
38 H 2.2160 2.5252 -2.0161
39 H 0.8910 1.7374 -2.9350
40 H 1.6886 0.8690 -1.6164
41 H 1.6903 4.3465 -0.8407
42 H 1.5472 3.7036 0.8184
43 H 0.2591 4.7610 0.1587
44 H -0.9580 3.4723 -2.6751
45 H -1.8152 3.8595 -1.1464
46 H -1.9690 2.2334 -1.8640
47 C 1.0520 -1.7746 -2.6940
48 C -0.3811 -1.5486 -2.3203
49 C -1.1323 -0.7855 -3.3462
50 C -0.5172 -0.1659 -4.3910
51 C 0.8776 -0.3367 -4.6048
52 C 1.6664 -1.0817 -3.7366
53 O 1.5043 -2.9828 -2.2131
54 H 1.4830 -3.6145 -0.1152
55 H -0.4041 -1.1299 -1.2847
56 H -2.2068 -0.9183 -3.3561
57 H -1.1178 0.3867 -5.1190
58 H 1.2756 0.0592 -5.5254
59 H 2.7439 -1.1701 -3.8862
60 C 3.2202 1.7257 3.0026
61 C 2.0869 1.3573 2.2105
62 N 1.2198 0.9399 1.5492
63 H 2.9035 2.0973 3.9895
64 H 3.8027 2.5194 2.5087
65 H 3.8892 0.8665 3.1604

Its max |F| is 2.622 eV/Å. The value obtained for the orbital gap (alpha / beta) is 4.91 / 7.16 eV. Its total energy is -80147.707 eV. The energy above the lowest of the compared OMol25 structures with the same formula, charge and spin is 0.0 kcal/mol. For the LUMO energy (alpha / beta), the calculation gives -9.6387 / -9.3320 eV. Its spin multiplicity is 4. The HOMO energy (alpha / beta) is -14.5 / -16.5 eV. The expectation value of S² is 3.84. The net charge is +3.